No. 1
Computed, not measured: a molecular structure, C7H17NO, with wB97M-V/def2-TZVPD.

Geometry as XYZ:
```
26
Properties=species:S:1:pos:R:3:forces:R:3:mulliken_charge:R:1
C 1.74320 -0.72227 -0.40614 -1.459 1.577 1.727 -0.03
C -0.80232 -0.15442 -0.48302 -4.427 0.259 2.129 0.40
C 0.21829 0.31800 0.39096 4.853 -1.635 -1.365 0.08
C -2.33826 0.07249 0.77515 1.423 -0.362 -2.886 -0.78
C 3.03265 -0.26576 0.23051 0.040 -0.083 -0.004 -1.39
C -1.06028 0.50692 -1.81296 -0.120 0.015 0.294 -1.57
C 0.50020 1.79233 0.52221 0.218 -0.206 0.131 -1.57
N -3.02534 -1.16368 0.90903 -0.361 -0.414 0.238 -0.60
O 1.45360 -2.07244 -0.13754 -0.128 0.089 0.040 -0.54
H 1.46220 -2.19735 0.81974 0.038 -0.003 -0.096 0.38
H 1.75025 -0.61864 -1.49038 -0.215 0.145 0.076 0.31
H -0.80013 -1.24135 -0.57416 -0.045 0.068 0.131 0.42
H 0.21884 -0.19379 1.35643 0.014 0.042 -0.021 0.43
H -2.50720 -1.84673 1.45357 -0.061 0.124 -0.201 0.23
H -3.26034 -1.56626 0.00794 0.045 0.005 0.207 0.26
H -2.94625 0.79938 0.24167 -0.172 0.046 0.042 0.36
H -2.08740 0.47219 1.75561 0.583 -0.029 -0.151 0.37
H 3.85293 -0.96939 0.03988 -0.121 0.066 -0.066 0.37
H 2.91986 -0.17955 1.31672 0.012 0.017 -0.028 0.32
H 3.32479 0.70821 -0.15887 0.015 0.080 0.041 0.34
H -0.29142 0.22491 -2.53328 0.084 0.038 -0.085 0.31
H -1.08173 1.59251 -1.73910 -0.023 0.056 -0.036 0.36
H -2.02016 0.17844 -2.21554 0.011 0.000 -0.039 0.42
H 1.46691 1.95379 1.00058 0.021 -0.006 0.023 0.42
H 0.51909 2.30737 -0.43555 -0.056 0.004 -0.046 0.34
H -0.24197 2.26508 1.16657 -0.169 0.109 -0.056 0.34
```
Forces are in eV/Å.

The HOMO energy is -7.118 eV. As for the relative energy (zero: lowest compared OMol25 entry of this formula, charge and spin): 353.4 kJ/mol. As for the total energy: -406.79571 Eh.



No. 2
Computed, not measured: 2 unconnected molecules or ions with the total composition C7H17NO3PS, with wB97M-V/def2-TZVPD.

Geometry as XYZ:
```
30
Properties=species:S:1:pos:R:3:forces:R:3:mulliken_charge:R:1
C 5.46973 1.58924 -0.32814 -0.236 0.075 -0.472 -1.26
C 4.14059 2.34083 -0.30355 0.073 -0.414 0.291 -0.40
P 3.06819 1.90626 1.17831 -0.232 0.698 0.314 -0.08
C 2.94626 0.06547 0.95599 0.424 0.062 -0.218 -1.03
N 1.60112 2.66269 0.88474 0.202 -0.863 -0.336 -0.47
S 0.50219 1.86543 -0.15367 -0.051 0.196 0.199 -0.30
H 5.96964 1.65787 0.63583 0.126 -0.012 0.100 0.31
H 5.33341 0.53849 -0.57566 -0.002 -0.136 0.066 0.34
H 6.11150 2.00209 -1.10814 0.259 0.051 0.072 0.36
H 3.61348 2.24615 -1.25447 -0.099 -0.053 -0.082 0.29
H 4.36571 3.39317 -0.14600 -0.178 0.226 -0.083 0.30
H 2.60535 -0.39127 1.87985 -0.309 -0.032 0.065 0.34
H 2.35285 -0.26940 0.10766 -0.240 0.005 0.001 0.30
H 3.96259 -0.29810 0.79994 0.117 -0.043 0.060 0.31
H 1.15381 1.45866 -1.28396 0.112 0.235 0.040 0.02
C -3.14019 0.91894 0.21830 -0.269 -0.073 -0.067 -1.03
C -2.33200 -0.25844 0.71342 0.196 0.389 -0.099 -0.18
O -3.16776 -1.42153 0.94356 -0.050 -0.097 0.012 -0.33
C -3.55474 -2.08321 -0.13443 0.141 0.140 0.136 0.76
O -3.27154 -1.84089 -1.27954 -0.072 -0.065 -0.004 -0.56
O -4.33265 -3.10613 0.26408 -0.042 -0.037 -0.032 -0.35
C -4.87812 -3.86981 -0.80778 -0.060 -0.119 -0.009 -0.64
H -3.96169 1.13326 0.90615 0.067 0.037 0.058 0.31
H -2.49890 1.79551 0.13965 0.064 -0.032 0.022 0.31
H -3.57209 0.71634 -0.76176 0.077 -0.014 -0.033 0.29
H -1.88696 -0.02496 1.67680 -0.044 -0.180 0.070 0.23
H -1.52152 -0.50443 0.03180 -0.062 -0.086 -0.058 0.36
H -4.09528 -4.22413 -1.47521 0.012 0.076 -0.045 0.29
H -5.60122 -3.27729 -1.36748 0.063 0.019 -0.073 0.29
H -5.38176 -4.72081 -0.35629 0.016 0.046 0.103 0.22
```
Forces are in eV/Å.

The HOMO energy is -2.583 eV. As for the total energy: -1296.94557 Eh. The net charge is -1.



No. 3
Computed, not measured: a single C7H17NSi molecule, with wB97M-V/def2-TZVPD.

Geometry as XYZ:
```
26
Properties=species:S:1:pos:R:3:forces:R:3:mulliken_charge:R:1
C -2.51643 -0.30323 -2.92779 -0.725 1.709 0.287 -0.94
C -1.26346 -0.84189 -2.19793 -0.464 0.333 0.811 -0.03
C -0.61397 -0.01455 -1.36255 3.209 -1.770 0.710 -0.58
N 0.62940 -0.29659 -0.49569 -3.367 1.386 0.007 0.20
C 1.54261 -1.33760 -0.81177 2.730 -1.643 0.206 -1.04
Si 0.39328 0.31321 1.17074 -0.143 -0.652 0.026 0.42
C 2.00199 1.27943 1.55596 -3.824 3.343 -1.484 -1.20
C 0.11635 -1.07231 2.39953 -0.165 -3.423 -1.122 -1.02
C -1.20633 1.33161 1.47268 0.938 -2.526 -1.025 -1.22
H -2.36318 0.43358 -3.81426 0.263 -1.809 1.035 0.25
H -3.27117 -1.13159 -3.23807 1.253 1.688 0.783 0.26
H -2.92079 0.49907 -2.16173 -0.100 -1.943 -1.402 0.24
H -1.09735 -1.92970 -2.08026 0.092 0.729 -0.593 0.26
H -0.76761 1.03805 -1.28259 -0.712 0.538 -0.188 0.40
H 1.11662 -2.41403 -0.76779 0.440 1.605 -0.947 0.31
H 2.18085 -1.00549 -1.72017 -1.444 -1.266 0.775 0.32
H 2.44036 -1.51169 -0.05794 -1.935 1.019 -0.709 0.30
H 2.74640 0.92561 2.12537 2.659 -1.932 1.942 0.47
H 2.38691 1.60804 0.57654 0.022 -0.086 0.377 0.28
H 1.70465 2.25437 2.12163 0.302 -1.407 -1.001 0.30
H 0.63288 -2.06980 1.93445 -1.304 2.099 1.133 0.23
H 0.69111 -0.88186 3.26326 0.844 0.277 1.198 0.40
H -0.92026 -1.37593 2.81192 1.460 0.658 -1.172 0.29
H -1.05615 1.58262 2.47808 -0.017 0.590 1.663 0.42
H -1.08730 2.17634 0.87508 -0.777 1.695 -1.018 0.40
H -2.12716 0.70582 1.38061 0.764 0.788 -0.295 0.27
```
Forces are in eV/Å.

The HOMO energy is -8.025 eV. As for the relative energy (zero: lowest compared OMol25 entry of this formula, charge and spin): 224.7 kJ/mol. The SMILES is C/C=C/N(C)[Si](C)(C)C. As for the total energy: -621.08976 Eh.



No. 4
Computed, not measured: 2 unconnected molecules or ions with the total composition C7H18, with wB97M-V/def2-TZVPD.

Geometry as XYZ:
```
25
Properties=species:S:1:pos:R:3:forces:R:3:mulliken_charge:R:1
C 1.29576 1.99837 0.21585 -6.780 -1.623 0.863 1.01
C 1.13192 1.90610 1.74345 -2.949 -2.817 0.559 -1.51
C 0.26960 3.14590 -0.32735 4.944 -0.160 0.254 -1.51
H 2.13954 2.27003 -0.14664 6.101 1.824 -1.520 0.96
H 1.10928 1.02353 -0.38341 -0.095 1.731 1.629 -0.89
H 1.84567 2.43544 2.34580 0.288 0.544 0.092 0.41
H 1.16730 0.75617 2.14242 -0.051 2.601 -0.947 0.53
H -0.56395 2.65857 -0.66916 -2.530 -0.695 -0.509 0.45
H 0.17714 3.84091 0.53402 -0.356 -0.088 -1.109 0.36
H -0.00531 2.29254 1.99295 2.860 -0.989 -0.279 0.28
H 0.85867 3.54803 -1.23128 -1.293 0.089 1.257 0.40
C -0.75650 -1.56197 -0.10339 0.126 0.535 -0.738 1.68
C -2.01301 -2.55136 -0.20672 -1.098 4.160 -1.958 -2.19
C 0.59232 -2.38056 0.02904 -2.505 -1.999 -0.867 -3.14
C -0.54853 -0.60748 -1.37818 4.625 -5.487 2.194 -2.26
H -0.97750 -0.94843 0.80135 0.646 -0.324 -0.540 0.42
H -1.70666 -3.36887 0.36210 -0.217 -1.936 0.547 0.64
H 0.45159 -3.28151 -0.70974 0.604 1.452 1.302 0.23
H 1.56327 -1.95279 -0.11593 0.240 0.936 -0.556 1.17
H 0.66626 -2.76988 1.02919 -0.159 -0.625 0.546 0.54
H -1.14774 0.18041 -1.41272 -2.532 3.582 -0.216 0.18
H 0.63938 -0.35270 -1.12900 -3.197 -0.418 -1.938 -0.54
H -0.75929 -1.36441 -2.18761 0.890 1.298 0.159 0.99
H -2.37509 -2.68028 -1.32697 1.089 -0.399 2.302 0.48
H -2.91194 -1.98081 0.26846 1.348 -1.193 -0.528 0.32
```
Forces are in eV/Å.

The HOMO energy (alpha / beta) is 1.437 / -7.179 eV. The spin multiplicity is 2. Its expectation value of S² is 0.7504. As for the relative energy (zero: lowest compared OMol25 entry of this formula, charge and spin): 330.9 kJ/mol. As for the total energy: -277.31595 Eh. The net charge is -1.



No. 5
Computed, not measured: a molecular structure, C7H18AlBCl5CsF4KLiMgNO8P2, with wB97M-V/def2-TZVPD.

Geometry as XYZ:
```
51
Properties=species:S:1:pos:R:3:forces:R:3:mulliken_charge:R:1
O -4.50697 3.46177 -4.02615 4.263 -3.651 4.474 -0.61
P -2.98543 3.88771 -3.88940 1.098 -3.368 3.377 -0.01
B -1.75121 2.39410 -3.95049 1.055 -0.918 1.731 0.14
C -0.46189 2.37368 -2.89398 1.211 -0.838 -0.943 -0.69
C -0.89433 2.18843 -1.32245 -0.130 -0.004 -0.913 -0.43
C -1.38014 0.59799 -1.16949 3.268 -3.947 2.266 0.23
O -0.48162 -0.27060 -0.65387 -5.574 5.311 -3.196 -0.39
O -2.69965 0.08907 -1.57465 2.688 2.041 1.711 -0.39
P -2.11096 1.05305 -5.27710 -0.625 -1.382 -0.123 0.15
O -3.78318 0.62306 -5.04639 2.803 -0.615 1.165 -0.44
O -1.04099 -0.31613 -5.15635 -1.649 1.909 1.895 -0.47
H -2.81800 4.65008 -2.67880 0.184 -0.141 -0.854 0.17
H -2.68087 4.76694 -5.00759 2.700 -1.323 2.161 0.21
H 0.29051 3.27869 -3.07526 -1.852 -1.609 0.784 0.30
H 0.15937 1.39824 -3.19037 -1.140 2.016 0.823 0.29
H 0.07019 2.39838 -0.65242 -1.926 -0.649 -2.095 0.25
H -1.72260 2.94772 -0.95060 1.510 -1.432 -1.034 0.65
H -3.40644 0.48384 -0.98007 1.008 -0.375 -1.063 0.32
H -3.84111 0.11662 -4.18378 -0.208 0.832 -1.262 0.34
H -0.87753 -0.58895 -4.20457 -0.336 0.261 -1.552 0.33
F -1.33527 7.76499 -1.61802 1.394 -2.264 0.068 -0.45
Al -0.15798 6.40932 -1.47871 0.737 1.887 0.247 0.87
F -0.15890 5.45405 -3.00550 -0.422 0.488 1.583 -0.45
F -0.62817 5.34466 -0.10425 0.322 0.317 -1.561 -0.44
F 1.49053 7.07332 -1.18702 -2.413 -1.301 -0.418 -0.44
C 0.42963 -2.73259 1.66415 -1.372 -0.629 0.380 0.08
Cl 2.07670 -2.14366 1.38136 0.748 0.498 -0.182 -0.21
Cl 0.39885 -4.50398 1.69351 0.184 0.668 -0.130 -0.01
Cl -0.21534 -2.07400 3.17738 -0.573 1.150 -1.588 -0.03
H -0.20427 -2.39071 0.84199 0.394 -0.118 0.178 0.18
K -0.92794 1.78418 1.21835 -0.387 0.064 2.248 0.97
Li 2.67986 0.57447 1.37111 0.409 -0.548 0.386 0.89
Cl 0.99250 -3.61742 5.08081 -0.560 -1.136 1.892 -0.34
Cs -4.58500 5.03324 -5.42441 -7.965 8.641 -9.305 0.94
C 5.20221 2.09088 5.76247 -0.324 0.211 -0.338 -1.17
N 4.88229 2.06977 4.30960 0.748 0.169 -1.547 0.83
O 3.68754 2.10284 3.99265 0.903 -0.338 -0.356 -0.56
O 5.83955 2.02070 3.52846 -1.998 -0.057 1.052 -0.48
H 4.26963 2.13452 6.32911 0.073 0.000 -0.415 0.44
H 5.75069 1.17519 5.99246 0.034 0.144 -0.327 0.49
H 5.81096 2.97707 5.95303 0.033 -0.197 -0.100 0.50
Cl -1.37339 -4.01429 6.44409 1.378 0.278 -0.896 -0.24
C -0.27515 -8.25052 0.14148 0.141 0.963 -1.023 -0.75
C -0.37241 -9.24080 1.31543 -0.270 0.385 0.259 -0.12
O -0.08137 -10.43865 0.83478 -0.004 -0.164 0.358 -0.52
H -0.98552 -8.49250 -0.65914 0.166 -0.147 0.272 0.31
H -0.50884 -7.23776 0.49026 -0.063 0.004 0.170 0.11
H 0.73361 -8.22314 -0.28940 -0.197 -0.212 0.172 0.28
H -1.37213 -9.07806 1.74770 -0.549 -0.471 -0.215 0.22
H 0.27383 -8.82010 2.10161 0.776 -0.232 0.058 0.20
Mg 5.58618 1.71530 8.27844 0.309 -0.167 1.726 -0.01
```
Forces are in eV/Å.

The HOMO energy is -7.276 eV. As for the relative energy (zero: lowest compared OMol25 entry of this formula, charge and spin): 735.8 kJ/mol. As for the total energy: -5411.67703 Eh. The net charge is +1.



No. 6
Computed, not measured: a molecular structure, C7H18AlClI2O5P2, with wB97M-V/def2-TZVPD.

Geometry as XYZ:
```
36
Properties=species:S:1:pos:R:3:forces:R:3:mulliken_charge:R:1
I 0.00141 -1.32786 -6.56242 0.000 0.400 0.015 0.01
I 0.00141 1.35334 -6.66162 0.000 -0.438 0.105 0.02
Al 0.00001 -0.00046 -0.18762 -0.002 0.140 6.887 0.09
P -2.31339 0.01084 -0.04512 -3.304 0.022 0.499 0.71
C -3.26399 -0.05556 -1.61012 0.842 0.006 -0.216 -1.22
C -2.99669 -1.38266 0.92778 0.909 -0.190 -0.016 -1.06
H -4.08259 -1.29176 1.04008 0.227 0.220 -0.178 0.44
H -4.07849 1.40674 0.92458 0.231 -0.226 -0.144 0.44
H -2.51589 -1.37786 1.90928 -0.131 -0.046 0.026 0.29
H -2.51049 1.56494 1.78128 -0.144 0.062 -0.007 0.34
H -3.00049 -0.96576 -2.15572 -0.168 0.025 -0.023 0.41
H -2.75679 -2.32386 0.42578 -0.120 0.017 0.089 0.40
C -2.99259 1.48524 0.80348 0.892 0.176 -0.025 -1.15
H -4.34159 -0.04636 -1.41632 0.254 0.004 0.154 0.41
H -2.75149 2.37864 0.22118 -0.119 -0.004 0.105 0.40
H -2.99909 0.80404 -2.23162 -0.168 -0.024 -0.030 0.42
P 2.31301 -0.00286 -0.03812 3.303 0.003 0.508 0.71
C 3.26821 -0.07196 -1.60012 -0.839 0.016 -0.222 -1.22
C 2.99801 1.46604 0.81548 -0.890 0.179 -0.031 -1.15
H 2.50241 -1.39536 1.91498 0.133 -0.046 0.023 0.29
H 4.07151 -1.31836 1.04898 -0.227 0.222 -0.178 0.44
H 2.74031 -2.34096 0.43078 0.119 0.012 0.087 0.40
C 2.98521 -1.40206 0.93438 -0.909 -0.182 -0.015 -1.06
H 2.51151 1.54794 1.79078 0.144 0.062 -0.002 0.34
H 4.08271 1.37994 0.94198 -0.231 -0.224 -0.146 0.44
H 4.34531 -0.06666 -1.40312 -0.256 0.005 0.153 0.41
H 3.00821 0.78894 -2.22222 0.171 -0.029 -0.026 0.42
H 2.76601 2.36164 0.23298 0.118 -0.004 0.104 0.40
H 3.00321 -0.98086 -2.14702 0.166 0.022 -0.023 0.41
C 0.00211 -0.08016 -2.00652 0.011 -0.539 -11.087 0.59
O 0.00331 -0.13106 -3.17582 -0.006 0.350 6.217 -0.14
O -0.00079 1.43854 3.99048 0.003 -3.925 -2.666 -0.49
Cl 0.00001 -0.00046 3.49238 -0.010 0.313 5.407 1.61
O 1.24161 -0.71116 4.01258 -3.227 1.827 -2.735 -0.53
O -1.24109 -0.71246 4.01178 3.228 1.831 -2.731 -0.53
O 0.00001 -0.00046 1.81238 0.000 -0.037 0.122 -0.29
```
Forces are in eV/Å.

The HOMO energy (alpha / beta) is -14.171 / -14.171 eV. As for the relative energy (zero: lowest compared OMol25 entry of this formula, charge and spin): 276.9 kJ/mol. As for the total energy: -2633.53762 Eh. The net charge is +2.



Question: Number 2 is which compound?
Answer: C7H17NO3PS